A structure of composition C36H67N4O4S3SbSeSiTi. Source: the Open Molecules 2025 dataset; level of theory: ωB97M-V/def2-TZVPD.

## Properties
LUMO level (spin up / spin down)	-0.0991 / -0.0847	hartree
energy relative to the best compared isomer or geometry (same formula, charge and spin)	12.1	kJ/mol
orbital gap (spin up / spin down)	7.43 / 7.82	eV
charge	+1
spin multiplicity	2

Positions of all 118 atoms, in Å:
H1 6.147 -1.130 1.070
H2 -0.326 -3.527 -2.338
C1 -0.532 3.134 2.574
H3 -0.066 -1.310 -3.544
C2 -0.475 2.906 -2.584
S1 -2.083 2.870 -1.964
H4 -5.606 -3.100 0.994
C3 -1.985 7.112 1.805
C4 -2.272 4.781 2.718
H5 2.936 -1.840 -2.931
H6 -1.902 1.435 1.309
H7 -6.652 0.900 -2.394
C5 0.963 -3.861 2.221
C6 -3.547 -2.423 0.808
H8 -2.562 -2.905 0.752
H9 3.500 -3.293 3.121
H10 -2.019 -2.730 -3.517
C7 -3.072 -2.978 -3.661
Ti1 1.121 0.525 0.712
C8 -1.518 2.023 -0.566
H11 -3.517 -2.177 -4.256
C9 -6.128 -0.029 0.138
O1 -0.414 -1.004 1.041
H12 -2.921 1.620 3.242
H13 -0.082 -1.905 0.934
H14 4.890 -4.345 -0.446
H15 6.411 -0.428 -1.329
H16 -3.038 7.208 2.064
H17 -5.257 -4.577 -3.063
H18 -0.243 3.410 -3.506
H19 7.384 -1.854 -1.704
H20 -0.429 -0.411 -2.073
Se1 0.084 1.324 2.872
H21 -3.273 5.057 3.031
H22 -3.201 -1.989 2.912
O2 1.606 -1.333 -0.623
H23 6.520 -4.171 -1.112
C10 -1.819 3.491 2.988
C11 1.755 3.791 1.708
H24 5.113 -3.821 -2.121
C12 -1.479 5.723 2.082
H25 2.358 3.870 2.614
H26 2.161 4.471 0.958
H27 1.752 -2.981 -3.595
H28 5.613 1.321 -0.126
O3 2.694 -3.516 0.548
C13 -5.640 0.508 -2.263
H29 0.640 -4.512 3.034
O4 4.212 -1.737 -0.701
C14 3.755 1.626 -0.862
H30 -4.994 1.348 -1.990
H31 2.664 -3.404 -2.145
Sb1 -3.581 -1.358 -1.107
C15 2.296 -4.346 1.661
H32 -5.809 -3.694 -1.638
H33 5.517 -2.732 1.465
C16 -3.539 -1.473 2.007
C17 5.514 -3.752 -1.110
H34 -0.915 -0.951 1.864
H35 1.097 -0.121 -2.964
H36 0.471 6.093 1.281
C18 2.183 -2.583 -2.675
C19 2.618 2.489 -2.845
H37 -7.128 0.392 0.007
C20 0.313 4.086 1.992
C21 6.365 -1.472 -1.642
C22 1.803 2.099 -1.849
H38 -6.192 -0.796 0.909
H39 -6.258 -1.398 -1.505
C23 0.355 2.249 -1.752
H40 -5.486 0.773 0.516
H41 -3.125 -3.894 -4.256
N1 2.438 1.552 -0.734
C24 -4.596 -3.514 0.983
H42 -5.768 -2.903 -3.213
Si1 2.917 -1.931 0.263
C25 -0.181 5.359 1.742
S2 2.884 -0.669 1.925
C26 5.550 -2.296 -0.658
H43 1.876 -6.451 1.880
C27 3.375 -4.305 2.735
H44 5.916 -1.516 -2.634
H45 3.105 -4.958 3.565
H46 0.190 -3.904 1.449
H47 -2.236 2.269 4.706
H48 -0.786 -2.605 -0.918
H49 1.059 -2.849 2.619
H50 4.313 0.772 0.884
H51 -4.537 -1.092 2.218
H52 -3.659 3.035 3.993
S3 4.267 2.239 -2.396
C28 0.065 -3.041 -1.443
N2 -0.234 1.722 -0.608
C29 6.120 -2.173 0.749
H53 -3.229 2.178 0.495
C30 -3.802 -3.155 -2.333
C31 0.375 -0.874 -2.647
H54 -2.899 -0.602 1.845
H55 2.359 2.936 -3.788
H56 -1.868 7.370 0.751
N3 4.634 1.345 0.101
H57 1.866 2.769 1.340
C32 1.062 -1.965 -1.852
H58 -4.551 -4.260 0.191
H59 1.396 -5.780 0.314
H60 -5.298 0.141 -3.233
H61 -1.427 7.849 2.384
H62 4.324 -4.651 2.325
H63 0.543 -3.801 -0.825
H64 7.135 -2.570 0.779
H65 -3.278 -3.914 -1.743
C33 -5.240 -3.604 -2.564
H66 -4.450 -4.036 1.933
N4 -2.347 1.697 0.434
H67 3.105 -6.077 0.661
C34 -2.709 2.555 3.765
C35 -5.615 -0.577 -1.188
C36 2.159 -5.751 1.093

---

A structure of composition C36H69BBiFN6O6PS at a distorted geometry. Source: the Open Molecules 2025 dataset; level of theory: ωB97M-V/def2-TZVPD.

## Properties
LUMO level	-0.0836	hartree
orbital gap	8.90	eV
charge	+1
spin multiplicity	1

Positions of all 122 atoms, in Å:
H1 3.699 -2.857 -3.934
S1 2.613 3.076 -2.625
H2 -3.936 -0.102 1.821
H3 -3.594 -2.201 4.920
H4 -3.635 3.689 3.435
H5 -2.425 4.755 1.466
H6 6.100 -4.364 -0.156
C1 -0.869 -3.661 -2.685
H7 -5.810 -1.187 1.311
O1 5.932 5.253 -0.787
H8 4.836 -1.681 -3.366
H9 -2.639 -3.773 3.448
H10 3.890 -0.143 -5.182
C2 -5.311 -0.557 -0.721
N1 -2.860 -0.527 -0.052
H11 1.336 -0.011 5.410
O2 2.582 2.202 -1.417
N2 -0.469 -0.329 2.270
C3 -0.700 -1.985 3.715
C4 5.221 -3.903 0.191
N3 -1.744 -0.805 2.178
Bi1 0.229 0.390 -0.246
C5 1.650 -0.947 3.450
C6 6.928 0.282 -0.551
H12 -1.791 5.396 -1.225
H13 4.903 2.570 -2.729
C7 5.849 4.183 -0.573
C8 -3.529 -3.200 1.532
C9 3.792 -1.773 -3.787
H14 -4.215 -2.418 1.168
H15 -4.964 -2.997 4.101
C10 -5.258 2.424 2.854
C11 -4.122 -2.337 3.913
H16 -1.655 -4.028 -3.373
C12 -0.745 -2.186 -2.489
H17 -2.015 3.849 -2.072
H18 0.060 5.663 0.549
H19 1.687 1.162 3.153
C13 -1.260 4.569 -1.703
C14 5.363 0.598 -0.692
H20 -7.205 -1.167 0.278
C15 4.272 3.306 -3.205
H21 -4.176 -4.063 1.626
H22 -4.615 -1.407 3.519
N4 -1.347 1.817 0.486
H23 2.896 -0.621 5.169
H24 -5.844 -0.816 -1.683
H25 7.073 -0.799 -0.697
C16 -1.880 -1.881 2.986
C17 -1.900 -1.625 -1.633
H26 0.387 -2.569 1.185
N5 -1.658 -0.894 -0.532
H27 -3.813 -2.296 -2.586
P1 3.250 -0.843 -1.394
H28 -2.165 1.423 4.132
C18 -6.119 -1.427 0.277
H29 2.559 1.099 -3.641
H30 5.662 -3.256 0.974
H31 4.550 -4.574 0.640
C19 -3.881 -0.984 -0.876
O3 4.747 -0.316 -1.617
C20 -0.737 -1.366 -3.817
C21 2.145 2.021 -3.980
C22 -3.268 -1.737 -1.877
H32 -6.436 1.198 -0.654
H33 -5.280 1.362 2.557
H34 -0.823 -0.303 -3.557
H35 -0.432 -2.730 4.420
H36 -5.803 2.591 3.816
C23 1.916 -0.831 4.949
H37 0.255 -1.969 -1.980
C24 -2.183 3.724 1.287
H38 1.099 1.910 -4.107
F1 -0.021 0.991 -2.252
H39 -3.783 0.783 4.198
H40 -5.916 3.029 2.144
N6 -2.321 1.473 1.374
H41 1.270 4.417 0.659
C25 -0.396 3.872 -0.650
C26 -3.733 2.710 3.035
O4 0.887 -2.242 0.425
C27 4.638 -3.176 -0.981
C28 -2.786 2.648 1.905
H42 7.630 0.735 -1.237
H43 -1.439 -1.776 -4.552
H44 2.610 2.296 -4.956
H45 -1.101 -4.232 -1.787
H46 -4.655 1.522 -1.159
H47 0.023 -4.129 -3.098
C29 -3.059 -2.884 2.964
H48 2.455 0.365 1.736
C30 0.579 4.860 -0.004
O5 3.591 -2.244 -0.610
C31 3.607 -1.140 -5.107
H49 4.597 4.303 -2.955
H50 5.270 1.589 -1.068
H51 0.247 -1.580 -4.313
H52 -3.264 2.156 5.206
H53 -6.053 -2.493 0.140
C32 -5.390 0.964 -0.479
C33 2.290 0.331 2.825
H54 1.148 5.301 -0.846
B1 -2.818 -0.015 1.443
H55 1.670 -2.764 0.316
H56 4.109 -1.648 -5.923
C34 0.201 -1.067 3.178
H57 0.132 2.997 -1.137
H58 -0.655 4.918 -2.553
H59 4.976 0.515 0.392
H60 5.457 -2.549 -1.482
H61 4.266 3.094 -4.285
H62 3.277 0.544 3.332
H63 2.562 -1.085 -5.376
C35 -3.250 1.760 4.196
O6 2.847 -1.341 -2.868
H64 1.646 -1.721 5.510
H65 -2.694 -3.318 0.919
H66 4.080 -3.925 -1.678
H67 -5.202 1.096 0.570
C36 -1.241 3.166 0.409
H68 2.108 -1.855 3.120
H69 7.235 0.682 0.374

---

no.,total energy (eV)
1,-187957.222
2,-89031.826